# 1
{
  "formula": "C2H4FNO3",
  "method": "the ωB97M-V functional and the def2-TZVPD basis",
  "elements": ["O", "N", "C", "F", "O", "C", "O", "H", "H", "H", "H"],
  "coordinates": [[-0.29667, 1.46890, -0.16535], [-0.85502, 0.32954, -0.02531], [-2.24106, 0.33612, -0.09143], [-3.06204, -0.72301, 0.10100], [0.02928, -0.72328, 0.00326], [1.74033, -0.70623, -0.04929], [2.18775, 0.24828, 0.66570], [-2.73360, 1.32571, 0.06252], [1.66876, -0.79132, -1.18337], [1.81481, -1.76757, 0.45411], [1.74746, 1.00286, 0.22816]],
  "nbo_charge": [-0.581, 0.324, 0.297, -0.310, -0.484, 0.278, -0.632, 0.194, 0.193, 0.198, 0.524],
  "total_energy_ha": -458.7274,
  "relative_energy_ev": 3.734,
  "charge": 0,
  "largest_force_ev_per_a": 5.74,
  "smiles": "[O-]/[N+](=C/F)OCO",
  "multiplicity": 1
}


# 2
{
  "formula": "C2H4FO3S",
  "method": "the ωB97M-V functional and the def2-TZVPD basis",
  "elements": ["C", "C", "O", "O", "O", "F", "S", "H", "H", "H", "H"],
  "coordinates": [[-0.93791, 0.74210, -1.60754], [0.78795, -0.13399, 0.02866], [-0.77538, 0.27557, 2.14366], [-0.29632, -2.03394, 1.45664], [1.52105, -0.59358, 2.29910], [-0.25142, 1.37872, -2.58833], [0.20197, -0.67432, 1.63603], [-1.37041, -0.18488, -1.92873], [-1.47404, 1.41045, -0.95977], [1.20084, -0.94107, -0.55465], [1.39366, 0.75495, 0.07493]],
  "nbo_charge": [0.039, -0.638, -1.019, -1.025, -1.019, -0.378, 2.360, 0.146, 0.156, 0.189, 0.188],
  "total_energy_ha": -802.3271,
  "relative_energy_ev": 3.611,
  "charge": -1,
  "largest_force_ev_per_a": 2.91,
  "multiplicity": 1
}


# 3
{
  "formula": "C2H4FPSi",
  "method": "the ωB97M-V functional and the def2-TZVPD basis",
  "elements": ["F", "P", "C", "C", "Si", "H", "H", "H", "H"],
  "coordinates": [[2.54996, 0.87871, -0.64176], [2.04618, -0.10050, 0.55034], [1.12199, -1.31593, -0.32966], [0.36343, -0.28879, 0.06864], [-1.55013, 0.59663, 0.20893], [1.25298, -2.11002, -1.04731], [-2.36259, -0.54387, 0.25395], [-1.66415, 1.76902, -0.68653], [-1.75767, 1.11475, 1.62340]],
  "nbo_charge": [-0.601, 1.048, -0.492, -0.603, 0.843, 0.238, -0.157, -0.124, -0.151],
  "total_energy_ha": -809.2428,
  "relative_energy_ev": 0.202,
  "charge": 0,
  "largest_force_ev_per_a": 3.63,
  "smiles": "FP1=CC=1[SiH3]",
  "multiplicity": 1
}


# 4
{
  "formula": "C2H4GdO",
  "method": "the ωB97M-V functional and the def2-TZVPD basis",
  "elements": ["O", "Gd", "C", "C", "H", "H", "H", "H"],
  "coordinates": [[1.59466, 0.98795, 0.05585], [1.99164, -0.95351, -0.52560], [-0.40643, -0.80750, 0.14716], [-0.15163, 0.64122, -0.03407], [-1.10348, -1.25045, -0.57665], [-0.60523, -1.13496, 1.17689], [-1.00677, 1.06165, 0.52241], [-0.31276, 1.45559, -0.76600]],
  "lowdin_spin": [-0.013, 6.667, 0.301, 0.014, 0.008, 0.011, 0.013, -0.002],
  "total_energy_ha": -919.1043,
  "s2": 16.244,
  "charge": 1,
  "largest_force_ev_per_a": 3.69,
  "multiplicity": 8
}


# 5
{
  "formula": "C2H4HgLiO2",
  "method": "the ωB97M-V functional and the def2-TZVPD basis",
  "elements": ["O", "C", "C", "O", "Li", "Hg", "H", "H", "H", "H"],
  "coordinates": [[-1.74886, 0.10800, 1.89961], [0.93160, 0.43748, 0.11605], [0.55889, -0.10686, -1.19331], [-0.38476, -0.29863, -0.13799], [-2.14423, 0.63293, 0.14198], [-1.23002, -1.68723, 1.55888], [1.86625, -0.00548, 0.47364], [0.98211, 1.41627, 0.59506], [0.97026, -1.07450, -1.48989], [0.19875, 0.57802, -1.96403]],
  "lowdin_spin": [1.166, 0.011, 0.008, 0.098, 0.048, 0.664, 0.001, 0.002, 0.002, 0.001],
  "total_energy_ha": -389.6168,
  "s2": 2.010,
  "relative_energy_ev": 1.499,
  "charge": 1,
  "largest_force_ev_per_a": 5.72,
  "multiplicity": 3
}


# 6
{
  "formula": "C2H4I2N2",
  "method": "the ωB97M-V functional and the def2-TZVPD basis",
  "elements": ["C", "C", "N", "N", "I", "I", "H", "H", "H", "H"],
  "coordinates": [[0.14634, 1.45578, -1.06861], [0.04143, -1.51614, 0.83849], [-0.08829, 0.13699, -0.65968], [0.33158, -0.17956, 0.48456], [-1.72110, -1.29409, 2.08229], [1.70498, -2.39936, 1.71799], [0.52041, 1.86301, -1.98632], [0.43158, 2.02691, -0.14143], [-0.92761, 1.88957, -1.23061], [-0.43933, -1.98311, -0.03668]],
  "nbo_charge": [-0.488, -0.389, -0.152, -0.241, 0.126, 0.227, 0.250, 0.205, 0.225, 0.237],
  "total_energy_ha": -783.4115,
  "relative_energy_ev": 0.356,
  "charge": 0,
  "largest_force_ev_per_a": 5.79,
  "multiplicity": 1
}